(1)
7 unconnected molecules or ions with the total composition C19H48Cl4O15S5 in a non-equilibrium geometry. Source: the Open Molecules 2025 dataset; level of theory: ωB97M-V/def2-TZVPD.

Computed properties:
max |F| = 2.29 eV Å⁻¹
E_tot = -5712.96067 Eh
HOMO-LUMO gap = 10.61 eV
SMILES = CCOS(C)(=O)=O.CCOS(C)(=O)=O.CCOS(C)(=O)=O.CCOS(C)(=O)=O.CCOS(C)(=O)=O.ClCCCl.ClCCCl
energy above the lowest of the compared OMol25 structures with the same formula, charge and spin = 0.0 kJ/mol
LUMO = 0.14 eV
charge = 0

Each line ends with the Mulliken charge.
Atoms and positions in Å:
1 Cl 0.2491 -6.6347 -0.9588  -0.1854
2 C 1.8457 -6.1193 -0.3432  -0.1326
3 C 2.1109 -6.6499 1.0617  -0.0914
4 Cl 1.8794 -8.4261 1.1908  -0.1931
5 H 1.9310 -5.0352 -0.2685  -0.0623
6 H 2.5572 -6.4336 -1.1007  0.4171
7 H 1.5202 -6.1099 1.7953  -0.0632
8 H 3.1606 -6.4669 1.2872  0.3374
9 Cl 1.4848 -2.4945 1.0154  -0.1574
10 C 1.4801 -0.9226 0.1249  0.0850
11 C 2.6562 -0.9265 -0.8224  -0.2596
12 Cl 2.4373 -2.1303 -2.1237  -0.1839
13 H 1.6188 -0.1209 0.8472  0.3218
14 H 0.5456 -0.7684 -0.4079  -0.1533
15 H 3.6056 -1.1268 -0.3300  0.4087
16 H 2.7901 0.0479 -1.2940  -0.0807
17 O 1.6381 2.2387 -0.5253  -0.2823
18 S 2.1923 3.5282 -0.2026  0.9809
19 O 2.6819 4.4643 -1.1860  -0.7472
20 O 1.1291 4.3417 0.6883  -0.0042
21 C 1.3880 5.7295 0.9885  -0.1689
22 C 0.1809 6.0416 1.8772  -1.1395
23 C 3.4545 3.2543 1.0268  -1.1825
24 H 1.3724 6.3515 0.0997  0.2582
25 H 2.2833 5.7797 1.6072  0.2878
26 H 0.1478 7.0199 2.3620  0.4677
27 H 0.2085 5.3581 2.7289  0.2536
28 H -0.7503 5.8843 1.3453  0.1785
29 H 3.0770 2.6300 1.8287  0.2993
30 H 3.7566 4.2273 1.4062  0.4132
31 H 4.2868 2.8276 0.4683  0.4245
32 O -4.0832 3.8674 0.2655  -0.6572
33 S -2.6760 3.5690 0.2940  1.1562
34 O -1.7468 4.3369 -0.4975  -0.5821
35 O -2.1084 3.6282 1.8127  -0.1911
36 C -3.0706 3.3066 2.8593  -0.4470
37 C -3.7041 4.5731 3.4013  -1.0882
38 C -2.3855 1.8126 -0.0793  -0.8547
39 H -2.4362 2.7955 3.5834  0.3871
40 H -3.8401 2.6034 2.5401  0.3616
41 H -3.9968 5.2394 2.5944  0.2905
42 H -3.0792 5.0792 4.1339  0.2963
43 H -4.6216 4.2677 3.9137  0.3702
44 H -3.0345 1.2609 0.6032  0.4098
45 H -1.3394 1.5398 -0.0162  0.2312
46 H -2.8281 1.6296 -1.0571  0.2629
47 O -1.6402 0.5969 -3.1819  -0.4914
48 S -1.9834 -0.7889 -3.2470  1.1336
49 O -1.3812 -1.6704 -4.2284  -0.6237
50 O -1.7104 -1.4282 -1.7874  -0.1622
51 C -1.8010 -2.8331 -1.5491  -0.2075
52 C -2.6389 -3.0003 -0.2928  -0.9323
53 C -3.7737 -0.9577 -3.3104  -1.1020
54 H -0.8002 -3.2728 -1.5146  0.1344
55 H -2.2275 -3.4140 -2.3750  0.3711
56 H -3.6462 -2.6423 -0.5226  0.3383
57 H -2.2372 -2.4493 0.5490  0.1831
58 H -2.7814 -4.0560 -0.0688  0.3479
59 H -4.0965 -0.2732 -4.0913  0.4493
60 H -4.1673 -0.5836 -2.3646  0.3202
61 H -4.0678 -1.9966 -3.4084  0.3395
62 O -0.9046 -3.4509 6.4426  -0.6150
63 S -2.0939 -4.1927 6.0904  1.1376
64 O -3.4273 -3.8396 6.4771  -0.6036
65 O -2.1432 -4.2479 4.4682  -0.3206
66 C -1.0408 -4.8063 3.7770  -0.5067
67 C -1.1136 -4.4036 2.3186  -0.7010
68 C -1.8638 -5.9119 6.5032  -0.9033
69 H -1.0144 -5.8990 3.8430  0.4001
70 H -0.0783 -4.4806 4.1856  0.4761
71 H -1.1169 -3.3292 2.1790  0.2474
72 H -2.0106 -4.8280 1.8600  0.2931
73 H -0.3663 -4.8609 1.6672  0.0354
74 H -1.9399 -6.0588 7.5772  0.3592
75 H -0.8761 -6.1790 6.1292  0.3221
76 H -2.5919 -6.5662 6.0285  0.3350
77 O 2.2362 0.1923 -5.3019  -0.6439
78 S 2.8039 1.2998 -4.5880  1.2154
79 O 3.8016 1.1226 -3.5688  -0.6071
80 O 3.4795 2.2411 -5.7364  -0.3292
81 C 3.7420 3.6217 -5.4058  -0.0177
82 C 4.7086 4.1321 -6.4578  -1.3444
83 C 1.4463 2.3449 -3.9594  -0.4918
84 H 4.1239 3.7048 -4.3876  0.2957
85 H 2.7815 4.1320 -5.5310  0.2545
86 H 4.2695 4.0999 -7.4530  0.3137
87 H 5.5906 3.4929 -6.4457  0.3386
88 H 4.9527 5.1720 -6.2381  0.3895
89 H 1.9479 3.0481 -3.3050  0.1106
90 H 0.7781 1.6213 -3.4948  0.0653
91 H 0.9031 2.7307 -4.8178  0.4045


(2)
13 unconnected molecules or ions with the total composition C46H128N10O13 in a non-equilibrium geometry. Source: the Open Molecules 2025 dataset; level of theory: ωB97M-V/def2-TZVPD.

Computed properties:
max |F| = 2.63 eV Å⁻¹
E_tot = -3354.89039 Eh
HOMO-LUMO gap = 8.75 eV
energy above the lowest of the compared OMol25 structures with the same formula, charge and spin = 41.1 kJ/mol
LUMO = 0.33 eV
charge = 0

Each line ends with the Mulliken charge.
Atoms and positions in Å:
1 C 14.3296 -21.3009 1.6900  -1.5085
2 C 14.3874 -20.2349 2.7852  1.2307
3 C 15.7670 -20.1457 3.4282  -1.1190
4 O 16.0613 -21.2806 4.2080  -0.3642
5 C 17.4083 -21.4952 4.4295  -0.8547
6 N 14.1174 -18.8848 2.2670  1.5163
7 H 15.0177 -20.9647 0.9077  0.1813
8 H 13.3039 -21.2671 1.3272  -0.1856
9 H 14.5816 -22.3131 1.9930  0.7150
10 H 13.6481 -20.4950 3.5593  0.1617
11 H 15.8902 -19.2236 4.0086  0.3806
12 H 16.4828 -20.0999 2.5898  0.4197
13 H 17.9473 -21.5964 3.4777  0.3307
14 H 17.5817 -22.4215 4.9798  0.2652
15 H 17.9321 -20.7385 5.0302  0.3101
16 H 14.0098 -18.2776 3.1024  0.0915
17 H 13.1508 -18.9229 1.8973  -1.4879
18 C 13.7629 -15.4574 6.8712  -1.3729
19 C 13.2627 -16.9268 6.9399  0.3933
20 C 13.6964 -17.7064 5.7244  -0.8639
21 O 13.2788 -17.2034 4.4577  -0.5518
22 C 11.8680 -17.0818 4.3346  -0.2164
23 N 13.8300 -17.5900 8.1491  -0.7132
24 H 14.8254 -15.3999 6.6361  0.2832
25 H 13.5561 -14.9292 7.8023  0.4655
26 H 13.1877 -14.9493 6.0867  0.2817
27 H 12.1862 -16.8527 7.0944  0.4114
28 H 13.3051 -18.7275 5.8697  0.1260
29 H 14.7726 -17.8500 5.6297  0.5435
30 H 11.3837 -16.7549 5.2544  0.5156
31 H 11.4192 -18.0199 4.0006  0.0110
32 H 11.7165 -16.3115 3.5776  -0.2795
33 H 14.8238 -17.3606 8.2040  0.3050
34 H 13.4735 -17.0481 8.9358  0.2925
35 C 11.7130 -22.6068 4.6389  -1.7511
36 C 10.3562 -22.0604 4.2101  2.8071
37 C 9.7961 -22.7527 2.9723  -1.3015
38 O 10.7769 -22.7616 1.9641  -0.2048
39 C 10.4822 -23.4542 0.7863  -0.6809
40 N 9.4020 -22.3053 5.3088  -0.7806
41 H 11.6555 -23.6849 4.8037  0.3372
42 H 12.0620 -22.0809 5.5276  0.5618
43 H 12.4558 -22.4812 3.8507  0.2212
44 H 10.4927 -21.0035 3.9332  -1.2103
45 H 8.8893 -22.2122 2.6538  0.1763
46 H 9.4262 -23.7623 3.2042  0.4860
47 H 9.7018 -23.0109 0.1553  0.2680
48 H 10.1629 -24.4755 1.0307  0.4704
49 H 11.4138 -23.4920 0.2246  -0.1016
50 H 9.8936 -22.0810 6.1697  0.3324
51 H 8.6127 -21.6512 5.2506  0.3109
52 C 11.2267 -17.4797 0.3705  1.8456
53 C 10.9932 -18.9705 0.2754  0.6461
54 C 11.9724 -19.6339 -0.6716  -0.3993
55 O 11.7928 -19.1788 -1.9880  0.4642
56 C 12.7908 -19.5997 -2.9027  0.2351
57 N 11.1218 -19.5306 1.6517  1.9813
58 H 11.3213 -17.0197 -0.6244  -1.6550
59 H 12.1920 -17.2126 0.8114  0.0068
60 H 10.4528 -16.9157 0.8953  -0.5080
61 H 9.9689 -19.1890 -0.0706  -0.1795
62 H 11.9781 -20.7344 -0.6106  0.5944
63 H 12.9973 -19.3906 -0.3338  -0.2642
64 H 12.9640 -20.6784 -2.9278  -0.1975
65 H 13.7214 -19.0979 -2.6008  -0.0262
66 H 12.4939 -19.2007 -3.8713  -0.0071
67 H 10.2305 -19.2973 2.1031  -0.9875
68 H 11.1604 -20.5506 1.5904  -0.9561
69 C 16.7655 -17.3624 -1.1868  -0.8615
70 C 15.9596 -16.4301 -0.2837  -0.1593
71 C 14.4984 -16.4219 -0.6711  1.0851
72 O 14.3226 -16.0341 -2.0168  -0.2415
73 C 12.9794 -15.7337 -2.2967  0.1325
74 N 16.1874 -16.8909 1.0841  -0.6291
75 H 16.7083 -17.0048 -2.2177  0.2718
76 H 16.4041 -18.3971 -1.1338  -0.2373
77 H 17.8109 -17.4451 -0.8911  0.4509
78 H 16.4001 -15.4376 -0.4198  0.3976
79 H 13.9295 -15.7130 -0.0521  0.3573
80 H 14.0618 -17.4168 -0.5043  -0.8219
81 H 12.5465 -14.9669 -1.6431  0.1923
82 H 12.3894 -16.6525 -2.1858  -0.4454
83 H 12.9054 -15.3737 -3.3214  0.1927
84 H 15.8264 -17.8413 1.1517  -0.0754
85 H 15.7093 -16.3795 1.8194  0.3171
86 C 8.0156 -17.3105 4.0823  -1.4285
87 C 8.0141 -18.8243 4.1017  1.0181
88 C 6.7441 -19.4130 4.6982  -1.1458
89 O 6.8417 -20.8126 4.6892  -0.2164
90 C 5.7381 -21.4743 5.2650  -0.8962
91 N 8.2636 -19.3812 2.7355  -0.1043
92 H 8.8884 -16.8613 3.6089  -0.0242
93 H 7.9316 -16.8900 5.0880  0.5191
94 H 7.1318 -16.9556 3.5406  0.2174
95 H 8.9050 -19.1183 4.6755  0.1159
96 H 5.9207 -19.1119 4.0348  0.2967
97 H 6.6045 -19.0191 5.7127  0.6036
98 H 5.8187 -22.5433 5.1155  0.2620
99 H 4.8024 -21.1203 4.8170  0.3091
100 H 5.6983 -21.1950 6.3220  0.3306
101 H 7.8922 -20.3313 2.8460  0.1388
102 H 7.5613 -18.9532 2.1185  -0.1621
103 C 13.5792 -16.8196 -6.0153  -0.9999
104 C 14.6215 -16.0488 -6.8066  0.7346
105 C 15.3443 -14.9874 -5.9976  -0.8930
106 O 14.5371 -13.8653 -5.7254  -0.2395
107 C 14.3394 -13.0062 -6.8112  -0.8496
108 N 15.6358 -17.0846 -7.2322  -0.7962
109 H 12.9272 -16.0772 -5.5385  0.0627
110 H 13.9259 -17.4885 -5.2356  0.3665
111 H 12.9673 -17.3290 -6.7630  0.2243
112 H 14.3223 -15.6492 -7.7812  0.3233
113 H 16.2720 -14.6925 -6.5023  0.5358
114 H 15.5717 -15.3819 -5.0067  0.0974
115 H 13.9982 -12.0596 -6.3937  0.2679
116 H 13.6738 -13.3733 -7.5950  0.2931
117 H 15.2959 -12.7472 -7.2925  0.3416
118 H 16.4350 -16.6655 -7.7049  0.2323
119 H 15.1791 -17.6422 -7.9487  0.2468
120 C 10.5866 -13.9908 1.2870  -0.9987
121 C 9.1629 -13.9539 0.7614  -0.1078
122 C 8.9751 -14.7091 -0.5573  0.3138
123 O 9.8766 -14.4734 -1.5918  0.3477
124 C 9.9099 -13.2004 -2.1866  -0.9545
125 N 8.1638 -14.5137 1.6731  -0.4786
126 H 10.6572 -13.4307 2.2251  0.5070
127 H 11.2699 -13.5203 0.5809  0.2923
128 H 10.8402 -15.0213 1.5476  -0.0138
129 H 8.8381 -12.9412 0.4960  0.6639
130 H 7.9349 -14.5845 -0.8947  0.5757
131 H 9.0185 -15.7874 -0.3508  -0.9764
132 H 9.1945 -13.1057 -3.0104  0.2674
133 H 10.8891 -13.1004 -2.6582  0.2200
134 H 9.7902 -12.3991 -1.4558  0.3759
135 H 8.4105 -15.4897 1.8552  -0.0369
136 H 8.2573 -14.0762 2.5873  0.3237
137 C 3.7329 -17.2750 1.1720  -1.6844
138 C 5.1413 -16.7437 0.9556  1.7793
139 C 5.8268 -17.3836 -0.2399  -0.1105
140 O 6.3411 -18.6446 0.1470  -0.3771
141 C 7.0574 -19.2793 -0.8904  -0.2975
142 N 5.0338 -15.2919 0.7223  -0.7431
143 H 3.6992 -18.3399 1.4154  0.3361
144 H 3.1985 -17.1932 0.2218  0.3832
145 H 3.2165 -16.7193 1.9529  0.4806
146 H 5.7815 -16.9600 1.8191  -0.8617
147 H 6.6626 -16.7582 -0.5938  -0.2675
148 H 5.1145 -17.4944 -1.0708  0.3190
149 H 6.4273 -19.5103 -1.7569  0.3763
150 H 7.4463 -20.2361 -0.5502  0.2420
151 H 7.8548 -18.5980 -1.1957  -0.1757
152 H 4.3809 -14.8802 1.3785  0.2822
153 H 5.9468 -14.8965 0.9454  0.2879
154 C 15.7455 -21.3021 -1.9685  0.4861
155 C 15.8387 -22.7774 -1.6089  0.0583
156 C 14.4241 -23.3893 -1.5567  -0.5055
157 O 13.7584 -23.1761 -2.7762  0.0320
158 C 12.4853 -23.8204 -2.8375  -0.5796
159 N 16.5567 -23.5452 -2.6490  -0.8589
160 H 15.2534 -21.1020 -2.9184  -0.5032
161 H 16.6968 -20.7681 -1.9551  0.6137
162 H 15.1167 -20.8364 -1.1940  -0.7211
163 H 16.3275 -22.9554 -0.6524  0.4777
164 H 13.9180 -22.8220 -0.7642  -0.0780
165 H 14.5577 -24.4482 -1.3287  0.5305
166 H 11.9045 -23.6960 -1.9246  0.0876
167 H 12.6244 -24.8849 -3.0532  0.3345
168 H 12.0029 -23.3843 -3.7119  0.2413
169 H 17.4557 -23.1074 -2.8308  0.3114
170 H 16.0470 -23.4841 -3.5269  0.2114
171 C 9.5735 -16.5799 -4.1405  -1.0979
172 C 9.0448 -17.4272 -2.9814  0.1633
173 O 9.3529 -18.8051 -3.1490  -0.7319
174 H 10.6385 -16.6731 -4.3690  0.0197
175 H 9.4580 -15.5168 -3.8931  0.1298
176 H 9.0189 -16.7728 -5.0605  0.4627
177 H 7.9710 -17.2231 -2.9325  0.6891
178 H 9.5431 -17.0652 -2.0731  -0.3751
179 H 10.1759 -18.9896 -2.6514  0.3622
180 C 9.9014 -19.2801 -7.7499  -0.9941
181 C 10.7408 -20.4354 -7.2414  0.5607
182 O 9.9397 -21.5934 -7.0225  -0.5805
183 H 9.3670 -19.5298 -8.6636  0.3367
184 H 10.5739 -18.4329 -7.9250  0.2532
185 H 9.1554 -18.9216 -7.0371  0.1960
186 H 11.3200 -20.3273 -6.3180  -0.3161
187 H 11.4956 -20.6203 -8.0091  0.2247
188 H 9.4041 -21.4791 -6.2347  0.3107
189 C 14.3392 -21.6721 -7.3648  -1.5402
190 C 14.2271 -21.8094 -5.8692  1.2075
191 O 14.2186 -23.1956 -5.5440  -0.6292
192 H 15.2989 -21.9789 -7.7757  0.4144
193 H 14.1129 -20.6611 -7.7140  0.2604
194 H 13.5776 -22.2620 -7.8882  0.3855
195 H 13.3846 -21.2496 -5.4489  -0.4797
196 H 15.1534 -21.3903 -5.4408  0.0949
197 H 14.0973 -23.2745 -4.5819  0.2894


(3)
5 unconnected molecules or ions with the total composition C21H33BBrO18P in a non-equilibrium geometry. Source: the Open Molecules 2025 dataset; level of theory: ωB97M-V/def2-TZVPD.

Computed properties:
max |F| = 3.10 eV Å⁻¹
E_tot = -5114.72095 Eh
HOMO-LUMO gap = 8.77 eV
SMILES = CP(O)[C@@H]1OC(=O)O[C@@]1(Br)CB(O)O.C[C@@H]1COC(=O)O1.C[C@@H]1COC(=O)O1.C[C@@H]1COC(=O)O1.C[C@@H]1COC(=O)O1
LUMO = 0.39 eV
charge = 0

Each line ends with the Mulliken charge.
Atoms and positions in Å:
1 C -5.0446 7.5726 2.0312  -1.0482
2 P -4.6303 5.7860 2.0004  0.2949
3 O -6.1065 5.0664 1.7116  -0.5549
4 C -3.5500 5.5035 0.5040  0.4260
5 O -3.9803 5.9511 -0.8066  -0.3791
6 C -3.1616 5.2469 -1.6595  0.4412
7 O -2.9976 5.5207 -2.8217  -0.5551
8 O -2.5893 4.1800 -0.9839  -0.4110
9 C -3.4601 4.0109 0.1405  0.3239
10 Br -5.0762 3.2195 -0.7081  -0.0752
11 C -3.0321 3.0548 1.2418  -1.0264
12 B -1.7167 2.1893 0.9081  0.6899
13 O -1.8212 0.8254 0.8068  -0.4318
14 O -0.5067 2.7855 0.7659  -0.6820
15 H -5.0995 8.0379 1.0527  0.3410
16 H -6.0350 7.6151 2.4768  0.3351
17 H -4.3707 8.0703 2.7178  0.3017
18 H -6.0168 4.1999 2.1130  0.3368
19 H -2.5582 5.8753 0.7015  0.5251
20 H -2.8581 3.5811 2.1761  0.0671
21 H -3.8596 2.3816 1.4214  0.5073
22 H -2.5349 0.5799 1.3989  0.2937
23 H -0.5900 3.7189 0.9724  0.2981
24 C 0.2278 5.4359 6.9474  -1.5168
25 C -0.4582 4.7911 5.7713  0.4931
26 C 0.4706 4.2118 4.7341  -0.5307
27 O -0.3455 4.2742 3.5525  -0.1804
28 C -1.2124 5.2988 3.7162  0.3759
29 O -1.9097 5.7201 2.8438  -0.3675
30 O -1.1860 5.7600 4.9809  -0.3631
31 H -0.5029 5.9136 7.5992  0.3713
32 H 0.7772 4.6926 7.5241  0.3874
33 H 0.9196 6.2125 6.6183  0.3593
34 H -1.1763 4.0434 6.1178  0.2657
35 H 0.7673 3.1871 4.9467  0.3255
36 H 1.3616 4.8216 4.5691  0.3155
37 C 2.7716 -1.0227 0.8745  -1.5685
38 C 1.6334 -0.7587 1.8259  0.8561
39 C 1.3877 0.6924 2.1345  -0.2456
40 O 0.7726 0.6206 3.4348  -0.2251
41 C 1.2349 -0.5081 4.0331  0.5513
42 O 1.0682 -0.7727 5.1811  -0.5894
43 O 1.9118 -1.2772 3.1510  -0.3941
44 H 2.9528 -2.0816 0.7861  0.2478
45 H 2.5562 -0.6185 -0.1070  0.3257
46 H 3.6956 -0.5728 1.2504  0.4814
47 H 0.7250 -1.2422 1.4649  0.2134
48 H 0.7299 1.1740 1.4203  0.0594
49 H 2.3109 1.2727 2.2256  0.3530
50 C 1.7273 -6.1590 -2.7180  -1.4204
51 C 2.0382 -4.6909 -2.5751  0.6313
52 C 3.1021 -4.3650 -1.5630  -0.4840
53 O 2.7726 -3.0133 -1.1799  -0.2773
54 C 1.4156 -2.8943 -1.3698  0.6185
55 O 0.7490 -1.9886 -0.9939  -0.5115
56 O 0.9246 -3.9597 -2.0440  -0.3647
57 H 0.8856 -6.3057 -3.3883  0.2870
58 H 2.5833 -6.6938 -3.1046  0.3528
59 H 1.4475 -6.5911 -1.7553  0.3375
60 H 2.2801 -4.2611 -3.5528  0.1934
61 H 4.1050 -4.4071 -1.9811  0.3212
62 H 3.0544 -4.9943 -0.6717  0.3191
63 C 2.8394 -7.9121 -8.4970  -1.4668
64 C 2.4603 -8.4078 -7.1248  0.4550
65 C 1.6645 -7.4317 -6.2948  -0.5002
66 O 1.9890 -7.8438 -4.9575  -0.2537
67 C 3.2259 -8.4085 -5.0082  0.6305
68 O 3.8714 -8.6866 -4.0520  -0.5317
69 O 3.6182 -8.5966 -6.2919  -0.3455
70 H 3.4917 -8.6294 -8.9938  0.3597
71 H 1.9512 -7.7647 -9.1109  0.3746
72 H 3.3872 -6.9711 -8.4343  0.3594
73 H 1.9465 -9.3702 -7.2012  0.2584
74 H 0.5932 -7.4983 -6.4691  0.3483
75 H 1.9883 -6.3957 -6.4245  0.2903


Calculated highest occupied orbital energy (hartree), listed in the same order as above: -0.3848; -0.3096; -0.3082